A cluster of 9 separate species, C30H72N2O13P in total in a non-equilibrium geometry, computed with wB97M-V/def2-TZVPD.

Each line ends with the Mulliken charge.
Positions of all 118 atoms, in Å:
O (0.14, -1.10, -1.15)  -0.1204
N (0.75, -1.06, -2.12)  0.1877
O (1.46, 0.24, -2.23)  -0.3959
C (2.74, 0.21, -1.59)  -0.9149
C (2.74, 1.36, -0.61)  1.3411
C (2.24, 2.58, -1.06)  -0.7353
C (2.17, 3.63, -0.19)  -0.8448
N (2.60, 3.49, 1.07)  0.2483
C (3.10, 2.35, 1.54)  -0.8429
C (3.20, 1.24, 0.71)  -0.3426
P (3.94, -0.19, 1.57)  1.2349
O (4.65, 0.33, 2.73)  -0.5392
O (2.74, -1.15, 1.99)  -0.5032
O (4.90, -0.99, 0.61)  -0.5254
H (2.86, -0.76, -1.11)  0.6228
H (3.50, 0.38, -2.35)  0.2583
H (1.88, 2.69, -2.08)  0.7390
H (1.78, 4.59, -0.48)  0.5017
H (2.54, 4.28, 1.71)  0.1989
H (3.43, 2.29, 2.57)  0.7980
H (1.90, -0.91, 1.58)  0.3263
H (4.73, -0.94, -0.34)  0.3693
C (-3.53, -0.75, 0.37)  -0.5963
C (-2.86, 0.00, 1.51)  0.4328
C (-2.34, 1.36, 1.05)  -1.3050
O (-1.79, -0.77, 2.05)  -0.5027
H (-2.80, -0.94, -0.43)  0.1363
H (-3.89, -1.72, 0.70)  0.0038
H (-4.36, -0.19, -0.05)  0.3435
H (-3.57, 0.15, 2.32)  0.3413
H (-1.59, 1.23, 0.26)  0.1432
H (-1.86, 1.88, 1.88)  0.3385
H (-3.14, 1.98, 0.66)  0.3982
H (-1.16, -0.92, 1.34)  0.2597
C (0.74, 3.95, 4.98)  -1.2734
C (1.71, 4.97, 4.40)  0.6626
C (1.78, 6.23, 5.24)  -1.5025
O (1.32, 5.30, 3.05)  -0.5684
H (-0.27, 4.36, 5.02)  0.3513
H (0.70, 3.05, 4.36)  0.2848
H (1.04, 3.66, 5.99)  0.3971
H (2.70, 4.53, 4.32)  0.1977
H (0.80, 6.71, 5.29)  0.3717
H (2.47, 6.95, 4.80)  0.3712
H (2.10, 6.00, 6.25)  0.3836
H (0.44, 5.69, 3.08)  0.3256
C (9.42, 0.85, 3.71)  -1.1785
C (8.30, 1.41, 4.57)  0.3149
C (7.34, 0.32, 5.02)  -1.0159
O (7.58, 2.42, 3.85)  -0.5385
H (9.01, 0.38, 2.81)  0.2708
H (10.10, 1.64, 3.39)  0.3181
H (10.00, 0.10, 4.25)  0.3613
H (8.73, 1.91, 5.44)  0.2933
H (6.88, -0.14, 4.15)  0.1640
H (6.55, 0.74, 5.63)  0.2851
H (7.85, -0.45, 5.60)  0.4002
H (7.19, 1.98, 3.09)  0.3294
C (0.13, 2.25, -6.22)  -1.1548
C (0.99, 3.07, -5.28)  0.4089
C (2.43, 3.14, -5.75)  -1.2411
O (0.92, 2.52, -3.95)  -0.4623
H (0.51, 1.22, -6.27)  0.2175
H (-0.90, 2.21, -5.87)  0.3674
H (0.15, 2.66, -7.23)  0.3484
H (0.58, 4.08, -5.20)  0.2743
H (2.86, 2.14, -5.79)  0.2152
H (3.04, 3.74, -5.06)  0.3528
H (2.50, 3.58, -6.74)  0.4072
H (1.27, 1.62, -4.00)  0.1930
C (-2.81, -4.57, 1.79)  -0.8795
C (-3.60, -5.45, 0.83)  0.3850
C (-2.82, -6.67, 0.41)  -1.3745
O (-3.99, -4.69, -0.32)  -0.4663
H (-1.90, -4.20, 1.31)  0.2947
H (-3.41, -3.70, 2.07)  0.0021
H (-2.54, -5.11, 2.70)  0.4119
H (-4.53, -5.76, 1.31)  0.2374
H (-1.90, -6.38, -0.11)  0.3339
H (-3.40, -7.29, -0.28)  0.3350
H (-2.54, -7.28, 1.27)  0.3851
H (-3.18, -4.40, -0.76)  0.3113
C (-5.41, -4.11, 6.78)  -1.3362
C (-4.71, -3.56, 5.54)  0.3790
C (-5.63, -2.64, 4.75)  -1.0719
O (-4.26, -4.63, 4.72)  -0.4565
H (-6.29, -4.69, 6.50)  0.3502
H (-4.74, -4.76, 7.34)  0.3279
H (-5.73, -3.30, 7.44)  0.3816
H (-3.82, -3.02, 5.84)  0.2492
H (-6.51, -3.19, 4.40)  0.3358
H (-5.11, -2.26, 3.86)  0.1210
H (-5.96, -1.79, 5.35)  0.4067
H (-5.03, -5.14, 4.44)  0.3255
C (-7.51, -1.56, -0.44)  -1.2011
C (-6.92, -1.55, -1.84)  0.3868
C (-7.63, -2.54, -2.75)  -1.3477
O (-5.52, -1.83, -1.79)  -0.4532
H (-7.39, -2.54, 0.02)  0.2983
H (-6.99, -0.84, 0.20)  0.2571
H (-8.57, -1.31, -0.45)  0.4263
H (-7.00, -0.55, -2.27)  0.3006
H (-7.51, -3.56, -2.36)  0.3355
H (-7.19, -2.52, -3.75)  0.3097
H (-8.69, -2.32, -2.83)  0.3988
H (-5.41, -2.71, -1.41)  0.3078
C (1.44, -0.12, -9.86)  -1.4176
C (2.28, 0.69, -8.89)  0.7124
C (3.73, 0.79, -9.35)  -1.4089
O (2.22, 0.12, -7.58)  -0.4720
H (1.82, -1.15, -9.93)  0.3539
H (0.41, -0.18, -9.51)  0.3374
H (1.44, 0.32, -10.86)  0.3842
H (1.86, 1.69, -8.80)  0.1535
H (4.18, -0.21, -9.41)  0.3520
H (4.32, 1.38, -8.65)  0.3341
H (3.80, 1.25, -10.34)  0.3831
H (2.59, -0.77, -7.63)  0.2938

The max |F| comes out at 0.0261 hartree/bohr. The calculation puts the molar mass at 699.88 g/mol. As for the total energy: -2614.98492 Ha. Its LUMO energy is -4.327 eV. As for the charge: +1.

A cluster of 9 separate species, C30H73BClN2O11S in total in a non-equilibrium geometry, computed with wB97M-V/def2-TZVPD.

Each line ends with the Mulliken charge.
Positions of all 119 atoms, in Å:
C (2.00, 0.45, 3.97)  -1.2830
C (2.10, -0.65, 2.92)  -0.4357
C (3.29, -0.57, 1.93)  -0.2468
Cl (4.45, 0.78, 2.36)  -0.3079
B (2.80, -0.55, 0.35)  0.1062
C (2.60, 0.97, -0.28)  -1.0247
C (1.25, 1.15, -1.04)  -0.6345
C (0.47, 2.35, -0.52)  -1.1741
C (-0.20, 2.05, 0.84)  -0.0457
C (-1.63, 2.58, 0.85)  -0.6014
C (-2.52, 1.70, -0.05)  -0.4778
C (-3.63, 1.06, 0.75)  -0.8519
S (-4.68, 0.05, -0.36)  -0.1865
C (-4.62, -1.55, 0.27)  0.5251
N (-5.59, -2.25, 0.70)  -0.3303
N (-5.07, -3.47, 1.08)  -0.4349
C (-3.82, -3.40, 0.86)  -0.0334
O (-3.45, -2.24, 0.34)  -0.1569
C (3.87, -1.41, -0.58)  -0.7225
C (3.27, -2.10, -1.76)  0.1446
O (2.12, -2.05, -2.13)  -0.5043
O (4.20, -2.88, -2.51)  -0.3398
H (2.86, 0.52, 4.62)  0.4551
H (1.16, 0.20, 4.63)  0.3949
H (1.75, 1.41, 3.53)  0.2621
H (2.18, -1.58, 3.47)  0.4461
H (1.16, -0.68, 2.39)  0.1425
H (3.87, -1.47, 2.08)  0.3562
H (1.73, -1.13, 0.31)  -0.2161
H (3.37, 1.14, -1.03)  0.2716
H (2.64, 1.76, 0.46)  0.5082
H (0.65, 0.25, -0.95)  0.3219
H (1.41, 1.29, -2.11)  0.4049
H (-0.25, 2.67, -1.26)  0.4547
H (1.16, 3.18, -0.37)  0.4500
H (-0.19, 0.98, 0.99)  0.0466
H (0.36, 2.56, 1.61)  0.3675
H (-2.04, 2.57, 1.86)  0.5327
H (-1.69, 3.60, 0.50)  -0.0756
H (-1.90, 0.92, -0.48)  0.2654
H (-2.94, 2.28, -0.86)  0.2872
H (-3.22, 0.42, 1.52)  0.4530
H (-4.24, 1.82, 1.23)  0.4520
H (-3.13, -4.19, 1.06)  0.4695
H (4.65, -0.77, -1.01)  0.3348
H (4.41, -2.18, -0.01)  0.2869
H (4.35, -2.39, -3.33)  0.2981
C (-3.66, 7.71, 0.09)  -0.9908
C (-2.50, 6.74, 0.04)  -0.0540
O (-2.90, 5.46, -0.46)  -0.4467
H (-4.46, 7.31, 0.72)  0.1091
H (-3.35, 8.67, 0.49)  0.3018
H (-4.09, 7.86, -0.90)  0.4685
H (-2.10, 6.57, 1.03)  0.0331
H (-1.70, 7.13, -0.60)  0.2758
H (-3.25, 5.58, -1.35)  0.2559
C (4.43, -5.89, -4.32)  -0.5236
C (5.88, -6.19, -4.05)  -0.2790
O (6.71, -5.04, -4.26)  -0.5771
H (4.29, -5.54, -5.35)  0.2965
H (3.81, -6.77, -4.16)  0.1057
H (4.07, -5.09, -3.66)  0.0590
H (6.25, -6.96, -4.71)  0.4228
H (6.02, -6.53, -3.01)  0.2342
H (6.40, -4.35, -3.66)  0.2917
C (0.87, -7.31, -2.61)  -0.8011
C (1.40, -8.72, -2.84)  -0.3307
O (2.56, -8.98, -2.06)  -0.5106
H (1.64, -6.58, -2.85)  0.1287
H (0.00, -7.11, -3.22)  0.3077
H (0.60, -7.17, -1.56)  0.3274
H (1.68, -8.85, -3.88)  0.2789
H (0.62, -9.46, -2.60)  0.3232
H (2.32, -8.88, -1.13)  0.2921
C (1.72, 0.93, 8.09)  -1.0214
C (0.94, 1.94, 7.27)  -0.2224
O (-0.33, 1.41, 6.88)  -0.5079
H (1.88, 0.02, 7.51)  0.2697
H (2.70, 1.33, 8.38)  0.3095
H (1.18, 0.66, 9.00)  0.3693
H (1.47, 2.19, 6.36)  0.2119
H (0.77, 2.86, 7.85)  0.3272
H (-0.81, 1.19, 7.68)  0.2881
C (-0.98, 7.33, 4.44)  -0.9699
C (-1.86, 8.36, 3.75)  -0.2816
O (-3.10, 7.80, 3.34)  -0.4458
H (-0.79, 6.49, 3.77)  0.2305
H (-0.02, 7.77, 4.73)  0.3192
H (-1.47, 6.94, 5.33)  0.3166
H (-1.37, 8.74, 2.85)  0.2688
H (-2.04, 9.21, 4.42)  0.3388
H (-3.55, 7.48, 4.13)  0.2571
C (-8.86, 8.00, -0.81)  -1.1417
C (-7.37, 7.73, -0.75)  -0.1269
O (-6.61, 8.93, -0.95)  -0.5045
H (-9.13, 8.45, -1.77)  0.2818
H (-9.43, 7.08, -0.68)  0.3457
H (-9.16, 8.71, -0.03)  0.3368
H (-7.07, 7.05, -1.54)  0.3021
H (-7.10, 7.29, 0.21)  0.2358
H (-6.85, 9.54, -0.25)  0.2849
C (-5.79, -2.97, -3.59)  -0.8230
C (-7.23, -2.76, -3.16)  -0.2195
O (-7.64, -3.71, -2.18)  -0.5393
H (-5.65, -3.98, -4.00)  0.2893
H (-5.50, -2.24, -4.35)  0.2983
H (-5.12, -2.87, -2.74)  0.1457
H (-7.90, -2.88, -4.01)  0.3080
H (-7.37, -1.75, -2.76)  0.2216
H (-7.07, -3.60, -1.41)  0.3024
C (10.41, -7.77, -3.32)  -1.0269
C (9.98, -7.89, -4.77)  -0.2154
O (8.58, -7.71, -4.92)  -0.4653
H (9.89, -8.50, -2.71)  0.2629
H (11.49, -7.93, -3.21)  0.3467
H (10.17, -6.78, -2.93)  0.3243
H (10.21, -8.89, -5.16)  0.2583
H (10.52, -7.16, -5.39)  0.2626
H (8.37, -6.82, -4.60)  0.2449

The max |F| comes out at 0.0324 hartree/bohr. The calculation puts the molar mass at 716.25 g/mol. As for the total energy: -3007.17209 Ha. Its LUMO energy is 1.830 eV. As for the charge: -1.